Density functional theory data (ωB97M-V/def2-TZVPD) for a molecular structure, C40H36ClIrN3Si2 at a distorted geometry.

The geometry in ORCA input format:
```
! RIJCOSX wB97M-V def2-TZVPD def2/J DEFGRID3
* xyz 2 6
Ir -1.786 -0.079 1.156
Cl -0.620 -1.776 -2.533
Si 2.145 1.321 -1.530
Si -0.334 -1.070 -0.622
N -4.143 -1.601 2.008
N -3.709 -0.593 1.250
N -1.871 -1.700 2.499
C -0.201 1.552 -1.917
C 2.467 1.745 -3.336
C 3.211 -3.555 1.225
C 3.702 -0.991 -1.979
C 4.747 -1.889 -1.754
C 1.380 -3.361 -0.352
C 1.762 -1.619 1.259
C -3.341 -3.340 3.515
C -4.605 1.199 -0.235
C -0.614 1.067 2.614
C 0.417 0.719 -0.908
C 1.677 1.261 -4.389
C -0.876 -2.124 3.306
C -6.077 -0.199 1.107
C 1.709 2.781 -0.309
C 5.505 -0.531 0.101
C -0.089 2.944 -1.904
C -1.032 -3.219 4.139
C -1.556 0.822 3.682
C -3.117 -2.226 2.673
C -7.162 0.609 0.766
C 2.964 2.585 -5.962
C 2.862 -2.319 1.765
C -1.306 1.925 1.638
C -5.689 2.010 -0.569
C 1.202 1.473 0.074
C 1.903 1.713 -5.695
C 5.651 -1.660 -0.712
C -4.786 0.139 0.672
C 1.053 -2.097 0.155
C 3.802 3.001 -4.922
C 3.564 2.569 -3.612
C -6.962 1.731 -0.052
C -2.780 1.444 3.364
C 0.864 3.586 -1.140
C 3.559 0.136 -1.165
C -2.660 2.104 2.111
C 4.456 0.367 -0.120
C 2.456 -4.085 0.176
C -2.293 -3.837 4.264
H -1.321 0.315 4.617
H -4.356 -3.731 3.519
H -1.896 0.474 -0.346
H -0.823 2.488 0.847
H 0.455 0.874 2.634
H 1.248 1.375 -6.498
H 4.234 2.868 -2.800
H 2.511 3.238 0.278
H 0.803 -3.788 -1.174
H -7.800 2.387 -0.299
H -3.406 2.739 1.634
H 1.563 1.029 0.996
H 6.203 -0.353 0.919
H -2.430 -4.681 4.937
H 4.847 -2.772 -2.388
H -8.151 0.352 1.144
H 4.071 -4.099 1.619
H -6.195 -1.079 1.738
H -3.657 1.475 4.009
H 3.451 -1.877 2.569
H -0.770 3.532 -2.524
H -1.551 -1.646 0.066
H 0.971 4.671 -1.140
H 4.334 1.247 0.515
H 1.468 -0.690 1.753
H -5.533 2.863 -1.231
H -0.863 1.080 -2.648
H 2.996 -1.170 -2.792
H 2.721 -5.056 -0.245
H 0.883 0.533 -4.197
H -0.168 -3.573 4.693
H 6.461 -2.364 -0.530
H -3.610 1.393 -0.632
H 3.144 2.932 -6.980
H 4.646 3.660 -5.121
H 0.068 -1.578 3.258
*
```

## Properties
Energy above the lowest of the compared OMol25 structures with the same formula, charge and spin ... 0.0 kJ/mol
DFT total energy ... -77629.78737 eV
LUMO energy (spin up / spin down) ... -6.8300 / -9.1500 eV
HOMO (spin up / spin down) ... -12.34 / -13.25 eV
Gap between HOMO and LUMO (spin up / spin down) ... 5.5083 / 4.0968 eV